Record 1
# C4H8N2O

A 2-piece molecular cluster, C4H8N2O overall (ωB97M-V with the def2-TZVPD basis set, the Open Molecules 2025 dataset).

## Properties
Energy relative to the best compared isomer or geometry (same formula, charge and spin)   160.3 kJ/mol
HOMO energy   -9.7 eV
2S+1   1
SMILES   CC(C)=O.N=C=N
Kohn-Sham gap   10.57 eV

```
15
Properties=species:S:1:pos:R:3:forces:R:3:nbo_charge:R:1
C 0.699693 -0.974736 2.289213 0.34 0.06 0.13 0.66
C 0.447412 1.375124 -0.611289 0.29 -0.04 0.07 -0.74
C -1.317170 -0.110650 -1.669661 0.03 -0.33 0.00 -0.72
C 0.074409 0.005297 -1.105338 -0.29 0.36 -0.03 0.61
N -0.077170 -0.092614 2.568911 -0.54 0.97 -0.08 -0.77
N 1.669824 -1.669203 2.152502 0.67 -0.64 0.17 -0.72
O 0.827951 -0.933458 -1.049802 0.22 -0.30 0.08 -0.56
H 0.163794 1.427109 0.440941 -0.08 0.06 0.06 0.26
H 1.522556 1.519670 -0.669376 0.07 0.00 -0.02 0.24
H -0.074090 2.156153 -1.156384 -0.06 0.09 -0.03 0.22
H -1.635340 -1.149824 -1.683587 -0.01 -0.03 -0.02 0.23
H -1.293530 0.259837 -2.694780 -0.06 0.09 -0.06 0.24
H -2.017852 0.494529 -1.101092 -0.09 0.09 0.01 0.22
H -0.983897 -0.193375 2.974004 -0.28 -0.35 0.05 0.40
H 1.993409 -2.113860 1.315739 -0.23 -0.03 -0.34 0.42
```
Positions in Å, forces in eV/Å.


Record 2
# CH8N2S2

A 2-piece molecular cluster, CH8N2S2 overall (ωB97M-V with the def2-TZVPD basis set, the Open Molecules 2025 dataset).

## Properties
Energy relative to the best compared isomer or geometry (same formula, charge and spin)   85.5 kJ/mol
HOMO energy (spin up / spin down)   0.5 / -4.7 eV
2S+1   2
Kohn-Sham gap (spin up / spin down)   2.40 / 7.55 eV
Net charge   -1

```
13
Properties=species:S:1:pos:R:3:forces:R:3:mulliken_spin:R:1
S 0.143374 1.842862 -2.449205 0.43 -1.77 -2.26 0.45
S -0.080426 3.414116 -1.131933 -1.87 1.82 1.91 0.41
H 0.405496 0.855666 -1.607968 0.12 -0.38 0.38 0.05
H 1.061813 4.019175 -0.931791 1.32 0.33 -0.03 0.08
N -0.065696 -2.158214 2.493091 -0.36 -0.24 0.15 0.00
C 0.235859 -3.450599 1.852615 -0.23 1.04 0.02 0.03
N -0.427064 -4.604379 2.399381 -0.28 -0.79 0.14 0.00
H -1.035442 -2.169326 2.804350 -0.02 0.15 -0.41 0.00
H 0.437149 -2.046392 3.360011 0.45 -0.06 0.11 0.00
H -0.031484 -3.357739 0.803295 -0.23 -0.10 -0.09 -0.01
H 1.318133 -3.551626 1.843827 0.10 -0.30 0.26 0.00
H -0.313149 -4.694148 3.399432 0.30 0.09 0.09 0.00
H -1.433316 -4.606764 2.249129 0.28 0.20 -0.27 0.00
```
Positions in Å, forces in eV/Å.


Record 3
# C19H18F3INOS

C19H18F3INOS as an isolated structure (ωB97M-V with the def2-TZVPD basis set, the Open Molecules 2025 dataset).

## Properties
Energy relative to the best compared isomer or geometry (same formula, charge and spin)   0.0 kJ/mol
HOMO energy   -2.3 eV
2S+1   1
Kohn-Sham gap   4.25 eV
Net charge   -1

```
44
Properties=species:S:1:pos:R:3:forces:R:3:nbo_charge:R:1
C 4.589005 3.135985 1.920001 -0.20 -0.23 0.02 -0.65
C 4.772721 2.249410 0.675177 0.02 -0.59 1.44 0.26
C 6.109584 1.501829 0.737499 -0.10 -0.04 -0.15 -0.65
C 3.628863 1.227333 0.539077 0.59 0.74 -0.42 -0.12
C 3.205273 0.763812 -0.698670 -0.18 -0.10 -0.11 -0.14
I 4.020736 1.215319 -2.553945 0.30 0.02 -0.66 0.15
C 2.163319 -0.136717 -0.804347 -0.37 -0.33 0.14 -0.23
C 1.541298 -0.623972 0.331462 -0.11 -0.04 -0.38 -0.18
C 1.983317 -0.210662 1.565956 0.01 -0.08 0.35 -0.22
C 3.016389 0.697098 1.671040 0.11 0.16 -0.15 -0.15
O 4.785221 3.096982 -0.492147 -0.32 -0.43 0.33 -0.68
S 5.899741 4.260606 -0.427205 0.69 0.94 -0.85 0.49
C 4.684114 5.606546 -0.448895 1.28 -1.45 -0.15 0.82
F 5.365902 6.762995 -0.472423 -0.71 0.05 0.03 -0.32
F 3.940390 5.465319 -1.558024 -0.31 0.84 0.82 -0.31
F 3.936498 5.507279 0.659626 -0.50 1.11 -0.82 -0.32
H 4.644433 2.565710 2.844449 0.03 -0.11 -0.07 0.22
H 5.359287 3.903836 1.962463 0.04 -0.18 0.06 0.22
H 3.628869 3.646554 1.874965 -0.05 -0.21 0.11 0.23
H 6.135272 0.806750 1.574354 -0.08 0.03 0.08 0.22
H 6.261222 0.936782 -0.180383 -0.04 -0.07 -0.07 0.23
H 6.935539 2.203375 0.842044 0.10 0.08 0.11 0.21
H 1.839753 -0.461756 -1.783098 -0.05 -0.05 0.04 0.23
H 0.722870 -1.319095 0.247507 -0.21 -0.17 -0.01 0.25
H 1.516998 -0.596828 2.455775 -0.10 -0.08 0.19 0.23
H 3.352685 0.991750 2.649231 0.01 0.11 0.17 0.20
C 0.117010 -4.041174 1.421202 0.24 -0.16 0.00 -0.58
C -1.228953 -3.409257 1.382909 0.66 -0.28 -2.81 -0.47
C -1.786575 -3.103780 2.551599 -2.42 1.32 4.59 0.31
N -2.307655 -2.818115 3.586436 1.09 -0.57 -1.93 -0.56
C -1.945787 -3.135048 0.167990 0.55 -0.23 0.88 0.11
C -1.429670 -3.420221 -1.111272 0.03 0.01 0.02 -0.31
C -2.154489 -3.138477 -2.244807 -0.13 0.07 -0.01 -0.20
C -3.410223 -2.568434 -2.153147 -0.28 0.10 -0.79 -0.33
C -3.942900 -2.281473 -0.910745 0.14 -0.05 0.25 -0.20
C -3.228634 -2.557582 0.229154 -0.33 0.15 -0.16 -0.28
H 0.506466 -4.234658 0.425488 0.10 -0.04 -0.03 0.19
H 0.832605 -3.400998 1.938845 0.31 -0.01 0.09 0.18
H 0.082596 -4.992319 1.953852 0.21 -0.22 0.07 0.19
H -0.459438 -3.870213 -1.215756 0.24 -0.11 -0.03 0.19
H -1.744955 -3.365354 -3.215057 0.14 -0.07 -0.24 0.19
H -3.972252 -2.350787 -3.047025 -0.11 0.04 -0.19 0.19
H -4.923292 -1.841124 -0.837872 -0.25 0.11 0.05 0.19
H -3.652899 -2.335713 1.193417 -0.05 0.04 0.22 0.21
```
Positions in Å, forces in eV/Å.


Record 4
# C2H5IN3

An isolated ion of composition C2H5IN3 and charge +1 (ωB97M-V with the def2-TZVPD basis set, the Open Molecules 2025 dataset).

## Properties
Energy relative to the best compared isomer or geometry (same formula, charge and spin)   66.0 kJ/mol
HOMO energy   -14.1 eV
2S+1   1
Kohn-Sham gap   7.82 eV
Net charge   +1

```
11
Properties=species:S:1:pos:R:3:forces:R:3:nbo_charge:R:1
C -0.993401 -0.975629 0.132226 0.12 -1.15 -0.22 0.32
C 1.797989 1.327103 -0.245463 0.15 0.27 -0.86 -0.33
N -0.207794 0.010502 0.201515 6.46 5.25 1.21 -0.25
N 1.034000 0.616163 0.652465 -6.47 -4.24 -0.35 -0.04
N -2.305381 -0.828699 0.166240 -0.53 0.04 0.15 -0.72
I 3.204977 -0.352231 -0.148488 0.00 0.30 -0.18 0.40
H -0.611332 -1.972077 -0.105636 0.04 0.04 0.23 0.23
H 2.286552 2.163783 0.256711 0.01 -0.22 -0.06 0.27
H 1.441355 1.539176 -1.252719 0.00 -0.24 0.09 0.26
H -2.927221 -1.588632 -0.061491 0.17 -0.01 0.06 0.43
H -2.719742 0.060536 0.404640 0.05 -0.03 -0.06 0.43
```
Positions in Å, forces in eV/Å.


Record 5
# C26H54AlBrFIN2O7PS2

C26H54AlBrFIN2O7PS2 as an isolated structure (ωB97M-V with the def2-TZVPD basis set, the Open Molecules 2025 dataset).

## Properties
HOMO energy (spin up / spin down)   -12.5 / -12.5 eV
2S+1   2
Kohn-Sham gap (spin up / spin down)   3.84 / 3.84 eV
Net charge   +2

```
96
Properties=species:S:1:pos:R:3:forces:R:3:mulliken_spin:R:1
C -2.396627 5.748755 -6.084810 0.09 0.66 0.64 0.00
C -2.318151 6.823300 -5.233355 0.05 -0.57 -0.33 0.00
C -1.066828 7.080809 -4.428097 -1.11 -0.73 1.43 0.00
N 0.128410 7.170434 -5.280094 -0.14 0.51 0.47 0.00
C 0.218106 8.044347 -6.229482 0.35 -0.21 -0.31 0.00
S 1.703889 8.028157 -7.053843 0.22 0.73 0.22 0.00
C 2.461778 7.339854 -5.487560 -0.81 -0.76 -0.87 0.00
C 3.902943 6.911034 -5.736359 0.17 0.69 -0.14 0.00
C 4.848219 7.431947 -4.651938 -0.07 -0.44 0.41 0.00
C 4.447283 7.037547 -3.226832 0.30 0.50 0.12 0.00
I 4.778057 8.666238 -1.866905 -0.05 -0.03 0.06 0.00
C 1.360889 6.313659 -5.209336 -0.34 -0.71 0.05 0.00
C 1.421946 5.364968 -4.018172 -0.46 0.28 0.34 0.00
S 2.789235 4.193770 -4.125598 0.51 -0.10 -0.09 0.00
C 1.937708 2.619637 -4.436103 -0.58 0.14 0.49 0.00
C 1.691530 1.770591 -3.178798 -0.34 -0.10 -0.65 0.00
H -2.339098 4.744960 -5.671732 1.90 -0.18 -0.41 0.00
H -2.476868 5.894711 -7.154729 -2.02 -0.31 0.02 0.00
H -3.156396 7.488747 -5.055067 0.51 1.19 -1.41 0.00
H -0.934987 6.335282 -3.643922 0.48 -0.10 -0.07 0.00
H -1.173671 8.033973 -3.917054 0.06 0.07 0.07 0.00
H -0.557588 8.753439 -6.480064 -0.34 -0.23 0.00 0.00
H 2.309614 8.167864 -4.794250 0.56 0.02 0.25 0.00
H 4.217629 7.402805 -6.657711 0.13 -0.09 -0.11 0.00
H 3.992285 5.846781 -5.917971 -0.13 -0.14 0.16 0.00
H 5.846496 7.038755 -4.825960 0.12 0.11 -0.18 0.00
H 4.911684 8.514214 -4.714603 -0.04 0.10 -0.17 0.00
H 3.396173 6.814490 -3.107614 -0.07 -0.13 -0.01 0.00
H 5.054540 6.239144 -2.823571 -0.13 -0.25 -0.05 0.00
H 1.207706 5.655722 -6.074335 0.51 0.00 -0.20 0.00
H 1.439572 5.878109 -3.057537 0.16 0.16 0.02 0.00
H 0.502813 4.781715 -4.016045 -0.05 -0.09 -0.02 0.00
H 2.494285 2.060902 -5.180093 0.18 0.10 -0.10 0.00
H 0.980270 2.886083 -4.879598 0.01 0.00 -0.24 0.00
H 1.695612 2.351479 -2.262929 0.23 0.04 0.09 0.00
H 0.700692 1.324552 -3.269203 -0.05 -0.13 0.07 0.00
H 2.388816 0.943444 -3.134385 0.20 0.06 0.35 0.00
C 4.091129 -2.651355 -1.385606 -0.27 -0.03 -0.23 0.00
C 3.954418 -1.184033 -1.048486 -0.17 -0.03 0.20 0.00
O 2.622225 -0.734229 -1.330943 -0.01 0.05 -0.07 0.00
O 3.762644 -2.888055 -2.742955 0.17 0.07 -0.04 0.00
H 5.112350 -2.993863 -1.222416 0.00 -0.02 0.02 0.00
H 3.411400 -3.240749 -0.752770 0.14 0.03 0.17 0.00
H 4.603775 -0.582756 -1.683098 0.04 -0.02 0.01 0.00
H 4.203583 -0.999503 0.000649 0.07 0.02 -0.03 0.00
H 2.016979 -1.125181 -0.692365 0.08 -0.04 0.05 0.00
H 3.017663 -2.312295 -2.950096 -0.05 -0.05 -0.01 0.00
C -2.641336 -3.031276 3.784922 0.00 0.19 0.28 0.00
C -1.385188 -2.842183 2.908057 -1.71 -0.87 0.27 0.00
C -0.251622 -3.720779 3.443792 0.80 0.18 0.26 0.00
C 0.358633 -3.207398 4.748938 -0.31 0.20 -0.09 0.00
C 0.798406 -1.749311 4.615342 0.17 -1.24 -0.19 0.00
C -0.310854 -0.836641 4.099139 -0.59 1.77 1.07 0.00
N -0.972564 -1.392098 2.868423 2.61 -1.07 -0.74 0.00
O -0.220379 -1.147799 1.852942 -1.10 0.58 0.18 0.00
C -1.353413 -0.642322 5.204040 0.03 -0.19 0.15 0.00
C 0.205128 0.578528 3.795080 -0.37 -0.85 0.05 0.00
C -1.779636 -3.312488 1.514874 0.37 0.32 -0.42 0.00
H -2.411436 -3.257516 4.823980 -0.02 0.06 0.01 0.00
H -3.303882 -2.156904 3.762063 -0.01 -0.03 -0.04 0.00
H -3.225948 -3.873028 3.421523 0.08 -0.05 -0.05 0.00
H 0.538277 -3.791848 2.690050 -0.07 0.11 -0.09 0.00
H -0.636082 -4.732261 3.584035 -0.16 0.04 -0.06 0.00
H -0.347008 -3.324845 5.575588 0.03 -0.02 0.01 0.00
H 1.225083 -3.814945 5.007036 0.03 -0.02 0.01 0.00
H 1.153232 -1.372212 5.576316 -0.15 0.23 -0.03 0.00
H 1.646232 -1.703341 3.932870 -0.08 0.22 -0.28 0.00
H -2.228928 -0.148272 4.726338 0.06 -0.18 1.40 0.00
H -0.964399 -0.019608 6.005913 -0.09 0.26 -0.18 0.00
H -1.724648 -1.547497 5.672075 -0.04 -0.11 -0.21 0.00
H 1.071048 0.650682 3.027826 -0.77 -0.19 0.16 0.00
H 0.555828 1.052260 4.706932 -0.16 0.01 0.09 0.00
H -0.600027 1.217617 3.381445 0.14 0.36 -0.37 0.00
H -2.578216 -2.694529 1.096332 -0.03 -0.01 0.02 0.00
H -2.138307 -4.336977 1.585583 -0.01 0.00 0.10 0.00
H -0.941434 -3.306264 0.821796 0.01 0.09 0.01 0.00
C -6.066353 -8.931938 4.335193 0.05 -0.26 0.14 0.00
O -4.947183 -8.202518 4.907522 -1.56 0.79 -1.52 0.02
P -3.758094 -7.731812 3.979823 4.20 -0.20 2.63 0.04
O -3.027461 -8.906502 3.461392 -1.11 -0.46 -0.68 0.12
O -2.978290 -6.942537 5.130413 0.22 -0.01 -0.08 0.00
C -2.389770 -7.707941 6.193635 -0.05 -0.04 0.12 0.00
O -3.612915 -6.498758 2.989228 -2.25 0.12 -0.62 0.00
C -4.242525 -6.612694 1.686951 0.23 -0.05 -0.09 0.00
H -6.842460 -8.963912 5.092211 0.04 0.04 0.06 0.00
H -6.456024 -8.432019 3.450119 0.01 0.03 0.01 0.00
H -5.752288 -9.942948 4.085271 0.05 0.02 -0.03 0.00
H -2.117304 -8.705733 5.852612 0.02 0.01 -0.04 0.00
H -3.082765 -7.775214 7.031153 -0.05 -0.01 -0.03 0.00
H -1.493732 -7.181073 6.511377 0.01 0.01 -0.03 0.00
H -5.262516 -6.987059 1.759552 -0.01 0.02 0.02 0.00
H -3.652117 -7.275275 1.056806 -0.01 -0.05 0.03 0.00
H -4.267979 -5.617260 1.251879 0.01 0.03 0.05 0.00
Br 2.898341 0.519761 3.355749 1.25 0.09 -0.22 0.00
Al -2.677019 0.512591 3.056615 0.06 -0.09 -1.02 0.00
F -1.012239 -9.144103 3.272995 0.21 0.16 0.00 0.83
```
Positions in Å, forces in eV/Å.


Computed values of max |F| (unit: eV/Å) for the preceding records, in sequence: 1.11, 3.23, 5.35, 8.42, 4.95.